[1]
This record from the OMol25 dataset describes a molecular structure, C31H36InN5O2. The level of theory is the ωB97M-V functional and the def2-TZVPD basis.

HOMO-LUMO gap: 6.37 eV
Energy above the lowest of the compared OMol25 structures with the same formula, charge and spin: 144.20 kJ/mol
Max |F|: 0.7 eV/A
HOMO level: -6.56 eV
Charge: 0

Geometry as XYZ:
```
75
C31H36InN5O2 the ωB97M-V functional and the def2-TZVPD basis
In -0.75326 0.13825 0.11415
C -1.11541 1.56254 4.55947
C -1.51273 1.22648 3.25633
N -0.70796 1.33033 2.22387
C 0.56751 1.76904 2.39578
C 1.06786 2.08535 3.67909
C 0.17301 1.97381 4.76583
C 2.40991 2.50956 3.82249
C 3.19056 2.61705 2.70710
C 2.68846 2.34559 1.41709
C 1.38023 1.94725 1.21449
N 0.72880 1.73017 0.03140
C 0.78891 2.51402 -1.09447
C 1.87902 3.20599 -1.58758
C 1.77705 4.04758 -2.71618
C 0.59844 4.22506 -3.37805
C -0.55448 3.54760 -2.91343
C -1.82955 3.71590 -3.49473
C -2.91083 3.05945 -2.97584
C -2.71532 2.20864 -1.87482
N -1.54635 2.03748 -1.30900
C -0.46173 2.68680 -1.79793
H -1.81883 1.48485 5.37791
H -2.51398 0.85800 3.05966
H 0.52540 2.22116 5.76084
H 2.79603 2.73385 4.81043
H 4.22792 2.91272 2.80982
H 3.35988 2.43362 0.57832
H 2.84283 3.10378 -1.11763
H 2.66824 4.55721 -3.06267
H 0.52483 4.87646 -4.24118
H -1.93244 4.37330 -4.35107
H -3.90033 3.17701 -3.39838
H -3.54174 1.63745 -1.46712
O 1.58462 -0.87866 -0.44825
C 2.39859 -1.97307 -0.05284
C 1.75750 -3.35160 -0.06271
C 0.38471 -3.48627 0.61497
C 0.35318 -3.05931 2.05744
C 0.27978 -4.00239 3.08189
C 0.24259 -3.58767 4.40116
C 0.30923 -2.23017 4.67631
C 0.37601 -1.35430 3.60766
N 0.36830 -1.74354 2.32926
H 1.28282 -0.97357 -1.37760
H 2.73331 -1.73839 0.95558
H 3.28549 -2.00063 -0.69216
H 2.46742 -4.01824 0.43962
H 1.65987 -3.70047 -1.09412
H 0.09088 -4.53521 0.55216
H -0.37109 -2.90712 0.07616
H 0.25165 -5.05711 2.83636
H 0.15897 -4.30970 5.20346
H 0.29350 -1.85489 5.69255
H 0.43662 -0.28376 3.77960
C -0.32566 -0.53254 -3.95504
O -0.03247 -0.68647 -2.57926
H -1.17009 0.14832 -4.10748
H -0.56327 -1.49142 -4.42380
H 0.54882 -0.11264 -4.45106
H -0.88963 -0.99331 -2.10589
C -4.18909 -1.58274 -1.55136
C -3.19156 -1.62818 -0.37884
C -3.10899 -3.08830 0.11041
C -3.76875 -0.79814 0.78173
N -1.92449 -1.13910 -0.89159
H -5.16680 -1.98705 -1.26245
H -3.79918 -2.17247 -2.38410
H -4.31414 -0.55135 -1.89301
H -4.09526 -3.47743 0.39613
H -2.45048 -3.14932 0.98144
H -2.69949 -3.71890 -0.68259
H -4.76260 -1.14592 1.08556
H -3.83555 0.25735 0.49847
H -3.09442 -0.88474 1.64556
```


[2]
This record from the OMol25 dataset describes a molecular structure, C31H37AsIrPS4. The level of theory is the ωB97M-V functional and the def2-TZVPD basis.

HOMO-LUMO gap (alpha / beta): 6.64 / 4.72 eV
Energy above the lowest of the compared OMol25 structures with the same formula, charge and spin: 247.12 kJ/mol
Max |F|: 0.6 eV/A
HOMO level (alpha / beta): -15.71 / -15.72 eV
Expectation value of S²: 0.759
Spin multiplicity: 2
Charge: +3

Geometry as XYZ:
```
75
C31H37AsIrPS4 the ωB97M-V functional and the def2-TZVPD basis
Ir -0.14882 0.09030 0.08088
C -2.26905 2.43127 -1.05470
C -1.20748 3.38973 -0.51442
S 0.26202 2.57200 0.20804
C 1.53504 2.90892 -1.07395
C 2.36584 1.68729 -1.40252
S 1.43627 0.16875 -1.76110
C 0.52371 0.53356 -3.28062
C -0.69114 1.41030 -3.09045
S -1.65941 0.83929 -1.65688
H -3.01095 2.18487 -0.29757
H -2.81997 2.87406 -1.88741
H -0.84448 4.07878 -1.27514
H -1.63729 3.99890 0.27994
H 1.04704 3.30898 -1.95776
H 2.17675 3.69686 -0.67799
H 3.03844 1.88524 -2.23946
H 2.99225 1.39563 -0.55648
H 1.22566 0.96050 -3.99896
H 0.24642 -0.45253 -3.65777
H -0.44180 2.45901 -2.96266
H -1.35852 1.32773 -3.94960
C -5.90116 -1.55517 -1.68857
C -5.94585 -1.04383 -0.40185
C -4.77148 -0.86302 0.31645
C -3.54602 -1.19841 -0.26791
C -3.51073 -1.73001 -1.56268
C -4.68370 -1.90560 -2.26870
P -2.05311 -1.19525 0.72177
C -2.35182 -0.44087 2.32915
C -2.01830 -1.15653 3.48401
C -2.21447 -0.58450 4.72820
C -2.72320 0.70607 4.83572
C -3.05929 1.42464 3.69307
C -2.87693 0.85382 2.44828
C -1.51500 -2.86494 0.91164
C -2.33183 -3.91588 1.25524
C -1.76455 -5.18908 1.41832
C -0.42154 -5.37216 1.20819
C 0.42522 -4.30750 0.82078
C 1.80531 -4.49483 0.57216
C 2.56291 -3.42714 0.19686
C 1.98833 -2.14297 0.04386
C 0.65049 -1.91275 0.22764
C -0.13798 -3.01811 0.65957
H -6.81999 -1.69840 -2.24148
H -6.89607 -0.79706 0.05181
H -4.81871 -0.48560 1.32847
H -2.56916 -2.04071 -2.00325
H -4.65941 -2.32647 -3.26456
H -1.61489 -2.15755 3.41124
H -1.98533 -1.15044 5.62109
H -2.87827 1.14366 5.81283
H -3.48403 2.41535 3.78085
H -3.20490 1.39302 1.56826
H -3.39563 -3.77321 1.40355
H -2.39147 -6.02154 1.70570
H 0.01156 -6.35811 1.32267
H 2.24059 -5.47962 0.68052
H 3.62078 -3.54662 0.00168
H 2.67790 -1.35541 -0.22825
C 2.78204 0.09860 4.71805
As 2.89442 0.29213 2.81591
C 3.59910 2.04014 2.43094
C 4.13468 -1.01768 2.15698
S 0.78159 0.10269 2.29493
H 3.78164 0.23201 5.13203
H 2.41110 -0.89756 4.94988
H 2.10995 0.85552 5.11686
H 4.65314 2.06142 2.70807
H 3.04816 2.77776 3.01116
H 3.50277 2.26228 1.36963
H 5.09271 -0.80530 2.63307
H 4.24192 -0.94576 1.07721
H 3.78922 -2.01270 2.42985
```


[3]
This record from the OMol25 dataset describes a molecular structure, C31H37BNO at a distorted geometry. The level of theory is the ωB97M-V functional and the def2-TZVPD basis.

HOMO-LUMO gap: 6.68 eV
Energy above the lowest of the compared OMol25 structures with the same formula, charge and spin: 65.47 kJ/mol
Max |F|: 2.6 eV/A
HOMO level: -10.71 eV
Charge: +1

Geometry as XYZ:
```
71
C31H37BNO the ωB97M-V functional and the def2-TZVPD basis
C -5.06599 -4.85847 1.91445
C -4.02544 -3.86129 1.49895
C -4.37616 -2.64802 0.87611
C -3.37312 -1.76018 0.49657
C -2.01900 -2.02674 0.70464
C -1.01997 -1.01901 0.09348
C 0.39912 -1.06705 0.63602
C 0.70048 -1.43058 1.96189
C 2.02363 -1.64296 2.33480
C 3.06534 -1.45069 1.41798
O 4.41675 -1.46433 1.82779
C 5.22574 -2.59501 1.76117
C 6.46242 -2.43984 1.12728
C 7.22791 -3.57468 0.88370
C 6.80069 -4.84046 1.29217
C 5.59937 -4.95197 2.00560
C 4.79662 -3.83252 2.25387
C 2.76760 -0.96223 0.11308
C 1.45595 -0.71728 -0.20257
C -1.67185 -3.23969 1.35815
C -2.67272 -4.17187 1.74532
H -4.62513 -5.62272 2.56130
H -5.87715 -4.36177 2.45879
H -5.52884 -5.40669 1.08016
H -5.42718 -2.36912 0.69584
H -3.61084 -0.79247 0.02761
H -1.09345 -1.15180 -0.99751
H -0.09092 -1.65780 2.65937
H 2.25028 -1.93531 3.38165
H 6.76221 -1.45080 0.78978
H 8.18296 -3.46984 0.35930
H 7.39536 -5.73920 1.05435
H 5.26991 -5.92157 2.37263
H 3.85134 -3.91152 2.78904
H 3.59130 -0.73281 -0.56590
H 1.25010 -0.36619 -1.23085
H -0.63621 -3.49939 1.56279
H -2.38818 -5.10365 2.20896
C 0.81044 3.42393 0.49452
C 0.63081 2.68107 -0.81619
N -0.86669 2.68396 -1.23792
C -1.40142 4.08970 -1.23215
C -0.72519 5.03546 -1.98209
C -1.22203 6.33741 -2.06652
C -2.40080 6.69429 -1.39198
C -3.03588 5.73694 -0.63625
C -2.57855 4.41401 -0.54633
C -0.87455 2.19207 -2.72944
C -2.26660 2.33994 -3.30486
C -0.43110 0.76013 -2.85608
B -1.63677 1.69338 -0.24159
H -1.14637 0.27045 0.11960
H 1.86033 3.31663 0.78102
H 0.62226 4.50120 0.41974
H 0.21662 3.03720 1.33462
H 1.20644 3.18289 -1.62861
H 0.95592 1.62051 -0.70345
H 0.19507 4.78035 -2.52206
H -0.68764 7.07891 -2.65641
H -2.77838 7.70647 -1.46774
H -3.93884 5.99144 -0.08473
H -3.11050 3.65354 0.03648
H -0.18152 2.86777 -3.26621
H -2.26421 1.91903 -4.32386
H -3.06189 1.81278 -2.74433
H -2.57341 3.38233 -3.43116
H -0.38876 0.48238 -3.92080
H 0.58534 0.62977 -2.48537
H -1.12559 0.06565 -2.35002
H -1.66877 2.20520 0.84721
H -2.71071 1.46072 -0.71481
```